Entry from the OMol25 dataset: C19H17N4OS2Y as an isolated structure in a non-equilibrium geometry (the ωB97M-V functional and the def2-TZVPD basis).

For the energy above the lowest of the compared OMol25 structures with the same formula, charge and spin, the calculation gives 13.45 kJ/mol. For the orbital gap, the calculation gives 0.266 hartree. The value obtained for the strongest force on any atom is 1.96 eV Å⁻¹. Its total energy is -50687.76779 eV.

ORCA input file:
```
! RIJCOSX wB97M-V def2-TZVPD def2/J DEFGRID3
* xyz 2 1
Y 1.1551 2.2591 -1.3329
N -2.4314 1.9231 -4.0930
C -1.5102 2.0647 -3.1546
S 0.1370 1.6759 -3.6498
N -1.9082 2.4273 -1.9473
N -1.0246 2.6597 -0.9892
C -1.4015 2.9602 0.2193
C -0.3951 3.2681 1.2221
C -0.7536 3.6816 2.5072
C 0.2354 3.9898 3.4285
C 1.5644 3.8802 3.0457
C 1.8572 3.4742 1.7530
N 0.9136 3.1692 0.8563
H -2.1771 1.6777 -5.0385
H -3.3966 2.1488 -3.8936
H -2.4597 3.0152 0.4732
H -1.7945 3.7701 2.7737
H -0.0268 4.3165 4.4220
H 2.3611 4.1109 3.7343
H 2.8893 3.4032 1.4250
O 1.1146 0.2944 -0.6257
S -0.1667 -0.5621 -0.4533
C 0.0736 -1.9500 -1.5709
C -1.0532 -2.5111 -2.1543
C -0.9015 -3.6184 -2.9726
C 0.3634 -4.1366 -3.2087
C 1.4821 -3.5538 -2.6301
C 1.3436 -2.4564 -1.7966
C 0.1591 -1.4278 1.0970
C 1.2890 -1.1295 1.8371
C 1.5102 -1.8173 3.0200
C 0.6047 -2.7746 3.4492
C -0.5296 -3.0533 2.7001
C -0.7604 -2.3763 1.5141
H -2.0294 -2.0920 -1.9606
H -1.7705 -4.0732 -3.4220
H 0.4767 -4.9983 -3.8478
H 2.4627 -3.9614 -2.8211
H 2.2053 -2.0005 -1.3309
H 1.9889 -0.3819 1.4877
H 2.3925 -1.6064 3.6045
H 0.7812 -3.3062 4.3710
H -1.2353 -3.7966 3.0349
H -1.6349 -2.5863 0.9175
*
```

Here are the Mulliken charges for atoms 1 to 4, given in e: Y 1.264; N -0.344; C 0.762; S -0.475